w.
C19H19ClFeN5O5S2 as an isolated structure. Source: the OMol25 dataset; level of theory: wB97M-V/def2-TZVPD.

Each line ends with the Mulliken spin population.
Element x y z (Å)
Fe  1.254  0.815  0.888  3.818
O  0.588  0.772  -1.250  0.005
N  1.543  0.530  -2.109  0.002
C  1.290  -0.297  -3.134  0.001
C  2.240  -0.576  -4.083  0.001
C  3.495  0.024  -3.977  0.003
C  3.746  0.863  -2.917  0.000
C  2.772  1.115  -1.942  0.014
S  3.049  2.085  -0.571  0.028
H  0.291  -0.709  -3.141  0.001
H  2.002  -1.249  -4.891  0.000
H  4.260  -0.171  -4.714  0.000
H  4.705  1.338  -2.788  -0.002
N  1.292  -2.709  -0.276  0.007
N  1.855  -1.504  0.236  0.034
C  2.280  -1.578  1.669  -0.019
O  2.237  -2.656  2.223  0.003
O  2.619  -0.437  2.073  0.053
H  1.368  -3.387  0.490  0.000
H  0.300  -2.542  -0.440  0.000
H  2.689  -1.289  -0.311  0.002
C  -1.407  3.250  -0.012  0.010
C  -1.950  2.162  -0.867  0.001
C  -2.419  2.356  -2.142  0.000
C  -2.817  1.220  -2.873  0.000
N  -2.716  0.007  -2.390  0.000
C  -2.254  -0.186  -1.141  -0.003
S  -2.076  -1.703  -0.508  0.000
N  -1.959  0.917  -0.364  0.004
C  -3.353  1.344  -4.264  0.000
H  -1.617  4.223  -0.447  0.000
H  -0.324  3.113  0.063  0.005
H  -1.805  3.191  1.000  -0.002
H  -2.436  3.342  -2.576  0.000
H  -1.549  0.773  0.567  -0.006
H  -4.075  2.156  -4.331  0.000
H  -3.821  0.405  -4.546  0.000
H  -2.540  1.553  -4.960  0.000
Cl  0.162  -4.400  5.638  0.000
C  -0.151  -2.842  4.951  0.000
C  -0.070  -1.714  5.751  0.000
C  -0.352  -0.479  5.194  0.001
C  -0.660  -0.369  3.845  0.008
C  -0.707  -1.510  3.054  0.006
C  -0.479  -2.757  3.610  0.000
C  -0.926  0.988  3.233  -0.006
O  -1.566  1.829  3.843  0.004
O  -0.449  1.160  2.044  0.033
H  0.216  -1.803  6.790  0.000
H  -0.314  0.414  5.801  0.000
H  -0.929  -1.428  1.998  -0.005
H  -0.530  -3.647  3.002  0.000

Orbital gap (alpha / beta) in eV: 7.97 / 7.98
Multiplicity: 5
HOMO energy (alpha / beta) in Ha: -0.2029 / -0.2033
Net charge: -1
LUMO (alpha / beta) in hartree: 0.090 / 0.090

=====

x.
C19H19ClFeN5O5S2 as an isolated structure. Source: the OMol25 dataset; level of theory: wB97M-V/def2-TZVPD.

Each line ends with the Mulliken spin population.
Element x y z (Å)
Fe  0.489  0.713  0.183  3.723
O  0.509  2.605  -0.589  0.023
N  0.030  3.832  -0.704  0.005
C  0.981  4.792  -0.800  0.005
C  0.674  6.114  -0.933  -0.003
C  -0.679  6.473  -0.966  0.003
C  -1.630  5.498  -0.871  -0.002
C  -1.314  4.120  -0.743  0.007
S  -2.507  2.927  -0.657  0.006
H  1.984  4.397  -0.753  0.000
H  1.468  6.843  -1.005  0.000
H  -0.970  7.511  -1.066  0.000
H  -2.683  5.734  -0.896  0.000
N  -1.300  0.063  -0.822  0.056
N  -1.227  -1.299  -1.167  -0.001
C  -0.331  -2.095  -0.417  -0.002
O  -0.546  -3.311  -0.430  0.002
O  0.602  -1.468  0.176  0.016
H  -2.055  0.276  -0.176  -0.001
H  -1.444  0.651  -1.638  -0.001
H  -2.107  -1.755  -1.352  0.001
C  0.412  -4.100  2.390  -0.001
C  -0.511  -3.030  2.850  -0.003
C  -1.754  -3.227  3.406  0.007
C  -2.541  -2.095  3.659  -0.003
N  -2.140  -0.857  3.413  0.003
C  -0.913  -0.667  2.906  0.017
S  -0.256  0.857  2.562  0.034
N  -0.124  -1.761  2.662  0.004
C  -3.927  -2.231  4.214  0.000
H  0.163  -5.048  2.862  0.000
H  1.448  -3.841  2.603  0.000
H  0.295  -4.178  1.302  0.000
H  -2.121  -4.226  3.587  0.001
H  0.708  -1.587  2.096  0.001
H  -4.178  -3.267  4.432  0.000
H  -4.641  -1.830  3.494  0.000
H  -4.015  -1.634  5.121  0.000
Cl  1.506  -1.857  -5.955  0.000
C  2.027  -1.295  -4.381  0.000
C  3.056  -1.957  -3.733  0.001
C  3.469  -1.502  -2.491  -0.001
C  2.848  -0.416  -1.886  0.001
C  1.821  0.236  -2.561  0.026
C  1.408  -0.197  -3.814  0.005
C  3.318  0.034  -0.509  0.007
O  4.472  -0.216  -0.183  0.011
O  2.452  0.643  0.215  0.065
H  3.524  -2.813  -4.199  0.000
H  4.281  -1.985  -1.966  0.000
H  1.358  1.113  -2.124  -0.011
H  0.612  0.311  -4.344  0.000

Orbital gap (alpha / beta) in eV: 7.12 / 7.12
Multiplicity: 5
HOMO energy (alpha / beta) in Ha: -0.1756 / -0.1757
Net charge: -1
LUMO (alpha / beta) in hartree: 0.086 / 0.086

=====

Most stable structure: x

=====

w.
A 3-piece molecular cluster, C4H14N4O overall. Source: the OMol25 dataset; level of theory: wB97M-V/def2-TZVPD.

Each line ends with the Mulliken charge.
Element x y z (Å)
C  3.131  0.590  -1.432  -0.254
C  3.168  -0.480  -0.661  -0.751
O  0.597  2.477  -1.295  -0.664
H  0.003  2.302  -2.028  0.318
H  2.811  0.540  -2.458  0.230
H  3.395  1.571  -1.070  0.223
H  2.897  -1.459  -1.023  0.283
H  3.502  -0.433  0.365  0.323
H  1.115  0.056  0.178  0.141
C  -2.135  -0.025  2.125  -0.954
N  -1.876  -0.802  0.934  0.233
C  -0.819  -0.560  0.099  0.625
N  -3.015  -1.421  0.382  -0.704
N  0.214  0.220  0.616  -0.475
N  -0.870  -1.031  -1.084  -0.773
H  -2.762  -2.374  0.126  0.267
H  -3.264  -0.956  -0.494  0.263
H  0.275  0.272  1.621  0.175
H  0.325  1.888  -0.584  0.322
H  -0.033  -0.860  -1.631  0.234
H  -3.151  -0.256  2.434  0.298
H  -2.052  1.052  1.946  0.330
H  -1.454  -0.310  2.933  0.310

Orbital gap in eV: 9.58
Multiplicity: 1
HOMO energy in Ha: -0.3237
Structure (SMILES): [H]/N=C(\N)N(C)N.C=C.O
LUMO in hartree: 0.028

=====

x.
A 2-piece molecular cluster, C4H14N4O overall. Source: the OMol25 dataset; level of theory: wB97M-V/def2-TZVPD.

Each line ends with the Mulliken charge.
Element x y z (Å)
C  -1.757  0.353  0.229  0.832
C  -3.158  0.679  0.672  -1.490
C  -1.613  -0.682  -0.808  -1.013
O  -1.148  1.627  -0.689  -0.643
H  -1.369  2.500  -0.342  0.218
H  -1.048  0.268  1.059  0.124
H  -3.808  0.835  -0.187  0.342
H  -3.171  1.560  1.313  0.393
H  -3.555  -0.162  1.243  0.379
H  -1.574  0.099  -1.668  0.285
H  -2.427  -1.403  -0.833  0.332
H  -0.626  -1.137  -0.828  0.191
C  2.129  -0.041  -0.081  0.480
N  3.497  -1.862  0.156  -0.580
N  1.757  1.150  -0.663  -0.499
N  1.498  -0.341  1.127  -0.415
N  3.016  -0.776  -0.645  -0.494
H  4.361  -2.163  -0.285  0.258
H  2.837  -2.636  0.102  0.194
H  0.764  1.379  -0.610  0.297
H  2.140  1.250  -1.591  0.270
H  1.202  0.477  1.639  0.272
H  2.052  -0.975  1.690  0.266

Orbital gap in eV: 8.58
Multiplicity: 1
HOMO energy in Ha: -0.2870
Structure (SMILES): NN=C(N)N.CC(C)O
LUMO in hartree: 0.028

=====

Most stable structure: x

=====

w.
C4H9NO4 as an isolated structure. Source: the OMol25 dataset; level of theory: wB97M-V/def2-TZVPD.

Each line ends with the Mulliken charge.
Element x y z (Å)
C  -0.265  1.515  -0.236  0.205
C  -0.860  0.202  0.282  0.420
C  -0.762  0.056  1.795  -1.699
C  -0.014  -0.794  -0.506  0.306
N  0.251  -2.033  -0.020  -0.503
O  1.403  0.371  -0.131  -0.335
O  2.252  0.562  -1.252  -0.389
O  -0.331  1.802  -1.447  -0.683
O  -0.181  -0.760  -1.823  -0.604
H  1.688  1.111  -1.833  0.342
H  -0.371  0.199  -2.054  0.472
H  -0.043  2.285  0.515  0.346
H  -1.897  0.100  -0.056  0.426
H  0.644  -2.066  0.912  0.233
H  0.702  -2.649  -0.687  0.286
H  -1.097  -0.926  2.123  0.399
H  0.265  0.214  2.142  0.358
H  -1.386  0.809  2.275  0.422

Orbital gap in eV: 9.98
Multiplicity: 1
HOMO energy in Ha: -0.3362
LUMO in hartree: 0.030

=====

x.
A 2-piece molecular cluster, C4H9NO4 overall. Source: the OMol25 dataset; level of theory: wB97M-V/def2-TZVPD.

Each line ends with the Mulliken charge.
Element x y z (Å)
C  1.238  -0.338  1.140  0.681
C  -0.741  0.682  0.501  -1.098
C  -0.388  1.106  -0.949  -0.299
C  -0.868  -0.049  -1.695  0.637
N  0.834  -1.120  2.204  -0.536
O  1.515  -0.871  0.019  -0.709
O  1.966  0.721  1.571  -0.445
O  -1.962  0.040  -2.433  -0.432
O  -0.274  -1.182  -1.645  -0.548
H  0.569  -1.133  -0.909  0.414
H  2.437  1.080  0.809  0.349
H  -2.227  -0.848  -2.723  0.362
H  0.473  -0.596  2.987  0.258
H  0.241  -1.888  1.931  0.246
H  -1.347  1.440  0.997  0.300
H  -1.238  -0.285  0.566  0.288
H  0.691  1.236  -1.108  0.243
H  -0.918  2.004  -1.261  0.288

Orbital gap in eV: 7.22
Multiplicity: 1
HOMO energy in Ha: -0.2494
LUMO in hartree: 0.016

=====

Most stable structure: x

=====

w.
A 3-piece molecular cluster, C2H4FNO overall. Source: the OMol25 dataset; level of theory: wB97M-V/def2-TZVPD.

Each line ends with the Mulliken charge.
Element x y z (Å)
C  0.059  0.983  0.986  0.463
C  0.673  -0.413  -0.923  -0.652
N  0.019  0.531  -0.074  -0.146
O  0.329  1.611  1.908  -0.445
F  -2.082  -0.730  0.168  -0.474
H  -1.654  -0.087  1.221  0.443
H  1.253  0.182  -1.701  0.267
H  1.474  -0.775  -0.282  0.305
H  -0.072  -1.303  -1.304  0.240

Orbital gap in eV: 9.86
Multiplicity: 1
HOMO energy in Ha: -0.3885
LUMO in hartree: -0.026

=====

x.
A 2-piece molecular cluster, C2H4FNO overall. Source: the OMol25 dataset; level of theory: wB97M-V/def2-TZVPD.

Each line ends with the Mulliken charge.
Element x y z (Å)
C  1.539  0.227  0.257  -1.069
C  -2.340  0.188  -0.339  0.125
N  -1.744  -0.833  -0.365  0.550
O  -1.671  -1.986  -0.194  -0.536
F  -2.025  1.396  -0.485  -0.148
H  2.575  0.113  0.731  0.295
H  1.540  0.397  -0.832  0.239
H  0.819  -0.548  0.508  0.189
H  1.307  1.047  0.719  0.354

Orbital gap in eV: 9.30
Multiplicity: 1
HOMO energy in Ha: -0.3694
Structure (SMILES): [O-][N+]#CF.C
LUMO in hartree: -0.028

=====

y.
A 2-piece molecular cluster, C2H4FNO overall. Source: the OMol25 dataset; level of theory: wB97M-V/def2-TZVPD.

Each line ends with the Mulliken charge.
Element x y z (Å)
C  2.102  0.424  -2.168  -0.215
C  -0.624  -0.770  0.406  -0.234
N  2.260  -0.392  -1.386  0.485
O  2.194  -1.162  -0.486  -0.625
F  -0.963  0.464  -0.128  -0.281
H  -1.356  -0.879  1.263  0.213
H  2.277  1.062  -3.040  0.358
H  -0.599  -1.567  -0.381  0.175
H  0.455  -0.656  0.746  0.124

Orbital gap in eV: 11.18
Multiplicity: 1
HOMO energy in Ha: -0.3767
Structure (SMILES): C#[N+][O-].CF
LUMO in hartree: 0.034

=====

Most stable structure: w